24
Properties=species:S:1:pos:R:3:forces:R:3 method="wB97M-V/def2-TZVPD" homo_lumo_gap_ev=8.341
C -0.407 0.257 -0.079 -0.1 0.0 0.5
C -0.037 0.624 -1.426 4.5 -2.1 -1.9
C 0.413 -0.636 0.492 -0.1 -0.1 -0.8
C 1.161 -0.058 -1.890 -3.9 1.5 1.7
C -1.572 0.867 0.631 -0.1 -0.2 0.1
C 0.310 -1.127 1.887 0.1 0.0 0.3
C -1.875 0.097 1.917 0.1 0.2 0.1
C -0.590 -0.188 2.695 -0.1 -0.2 -0.2
C 1.731 -0.043 -3.262 0.3 0.0 0.2
O 2.978 -0.982 -0.132 1.0 -0.1 0.3
O -0.738 1.545 -2.115 -0.2 -0.1 0.2
S 1.643 -1.288 -0.666 -1.3 1.1 -0.3
H -1.334 1.912 0.846 -0.1 0.1 0.0
H -2.440 0.857 -0.032 0.0 0.1 0.0
H -0.104 -2.142 1.899 0.1 0.0 0.0
H 1.308 -1.184 2.333 0.0 0.0 0.0
H -2.575 0.665 2.530 0.0 0.0 0.0
H -2.346 -0.853 1.660 -0.1 -0.1 0.0
H -0.822 -0.647 3.656 0.0 0.1 0.1
H -0.065 0.752 2.875 0.0 0.0 0.1
H 2.046 -1.051 -3.531 0.0 0.0 -0.2
H 2.611 0.600 -3.325 0.0 0.0 -0.1
H 1.005 0.293 -4.005 0.0 0.0 -0.1
H -0.301 1.730 -2.956 0.0 -0.1 0.1


24
Properties=species:S:1:pos:R:3:forces:R:3 method="wB97M-V/def2-TZVPD" homo_lumo_gap_ev=8.029
C 2.003 0.795 1.636 0.0 -0.3 -0.3
C 1.440 0.046 0.464 -0.3 -0.2 0.1
C 0.487 -0.913 0.524 2.0 -0.6 0.4
O -0.022 -1.406 1.701 -0.1 0.0 0.1
C 0.342 -1.755 -0.656 0.1 0.2 -0.1
C 0.543 -1.184 -1.841 0.2 -0.1 0.2
C 0.794 0.290 -1.771 -0.6 0.1 -0.1
C -0.370 1.080 -1.240 0.1 0.0 -0.1
C -1.280 0.595 -0.372 -1.4 1.4 -1.2
C -2.170 -0.612 -0.468 0.0 0.0 0.1
O -1.860 1.463 0.523 0.0 -0.1 0.3
O 1.812 0.510 -0.766 0.4 0.0 0.6
H 2.638 1.598 1.268 0.0 0.0 0.0
H 2.603 0.140 2.268 0.0 0.0 0.1
H 1.207 1.232 2.243 0.0 0.1 0.1
H 0.250 -0.837 2.429 0.0 0.0 0.0
H 0.134 -2.801 -0.503 -0.1 -0.2 0.0
H 0.553 -1.707 -2.780 0.0 -0.2 -0.1
H 1.208 0.713 -2.687 0.0 -0.1 0.1
H -0.081 2.120 -1.089 -0.1 0.1 0.0
H -3.192 -0.230 -0.481 0.0 0.0 0.0
H -2.074 -1.250 0.407 0.0 -0.1 0.0
H -1.992 -1.185 -1.369 0.0 0.0 0.1
H -1.400 2.312 0.516 0.1 -0.2 -0.1


23
Properties=species:S:1:pos:R:3:forces:R:3 method="wB97M-V/def2-TZVPD" homo_lumo_gap_ev=10.201
C -2.479 -1.449 0.010 0.2 0.2 1.1
C -3.183 -0.231 -0.209 1.0 -2.1 -0.2
C -1.142 -1.378 0.331 1.3 0.6 -0.1
C -2.538 0.967 -0.199 -0.9 1.6 0.0
C -0.505 -0.108 0.254 -0.1 0.1 1.1
C -1.163 1.082 0.026 -1.1 0.2 0.2
C 0.931 -0.010 0.579 -0.7 3.4 -1.5
C 3.166 -0.806 -0.063 -0.1 0.7 0.9
C 1.695 -0.803 -0.341 2.0 -2.0 -0.6
O 1.338 1.830 0.430 0.1 -4.1 0.4
Si 0.005 2.571 -0.130 0.2 -1.4 0.2
H -2.906 -2.442 0.169 -0.5 0.5 -0.5
H -4.196 -0.300 -0.480 -1.3 0.1 0.0
H -0.500 -2.244 0.662 -1.1 0.8 -0.5
H -3.195 1.863 -0.311 0.8 -0.6 -0.1
H 1.179 -0.203 1.568 0.5 0.2 2.0
H 3.592 0.168 -0.107 0.1 1.0 0.0
H 3.822 -1.423 -0.596 0.4 -1.2 -1.3
H 3.257 -1.132 0.941 0.4 -0.2 1.3
H 1.346 -1.854 -0.214 0.0 0.5 0.1
H 1.504 -0.616 -1.355 -0.6 0.7 -1.5
H -0.058 2.675 -1.578 0.1 0.7 -0.6
H 0.031 3.845 0.611 -0.7 0.1 -0.1


27
Properties=species:S:1:pos:R:3:forces:R:3 method="wB97M-V/def2-TZVPD" homo_lumo_gap_ev=8.382
C 3.512 -1.112 -1.141 0.8 -0.7 2.9
C 2.096 -0.862 -0.555 0.7 1.4 -3.7
C 1.856 0.598 -0.030 -2.0 -2.1 -0.5
C 0.334 0.778 0.259 0.3 0.1 -1.3
B -0.202 0.177 1.630 -1.4 3.5 -1.1
O -1.063 1.071 2.340 1.1 -1.2 0.0
O 0.271 -1.010 1.954 1.3 -0.2 -1.3
C -0.418 1.379 -0.718 1.4 -0.5 1.8
F 0.154 1.950 -1.824 0.0 -0.4 0.3
C -1.788 1.772 -0.545 -2.3 1.4 0.8
C -2.796 1.104 0.036 -0.4 -1.5 -0.9
C -3.067 -0.341 0.073 0.0 -1.9 2.0
C -2.831 -1.232 -0.868 2.3 0.7 -2.3
F -3.095 -2.564 -0.741 0.1 1.1 -0.1
H 3.492 -0.866 -2.181 0.4 -0.1 -0.6
H 3.951 -2.159 -0.881 -1.0 1.7 -0.9
H 4.167 -0.407 -0.598 0.2 -0.2 -0.5
H 1.803 -1.456 0.219 -0.3 -1.9 2.1
H 1.512 -1.193 -1.432 -0.8 0.7 0.6
H 2.041 1.429 -0.640 1.1 0.7 -1.4
H 2.548 0.586 0.780 0.0 0.7 1.3
H -0.901 1.175 3.284 -0.2 -0.4 0.0
H -0.056 -1.463 2.678 -1.0 -1.2 2.4
H -2.085 2.845 -0.677 1.0 -0.8 0.0
H -3.708 1.545 0.401 0.1 1.1 -0.2
H -3.530 -0.835 0.987 0.3 1.1 -0.9
H -2.196 -0.909 -1.810 -1.7 -1.2 1.7


32
Properties=species:S:1:pos:R:3:forces:R:3 method="wB97M-V/def2-TZVPD" smiles="O=c1[nH]c(=O)n([C@@H]2C[C@H](O)[C@@H](CO)O2)cc1B(O)O" homo_lumo_gap_ev=9.725
O 2.437 -2.838 2.334 -0.7 1.9 -0.5
C 1.946 -2.066 1.494 1.3 0.0 1.2
N 1.897 -0.655 1.649 0.0 -2.2 -0.3
C 1.398 0.217 0.720 0.2 0.9 0.0
O 1.489 1.407 0.987 -0.5 -0.1 -0.3
N 0.857 -0.311 -0.480 0.6 0.3 0.4
C -0.048 0.451 -1.381 -0.4 1.2 0.1
C 0.279 1.978 -1.471 0.8 0.0 -0.5
C -0.824 2.740 -0.694 0.2 -0.9 0.3
O -0.252 3.653 0.237 0.4 -1.2 0.8
C -1.602 1.553 -0.048 0.7 -0.4 1.6
C -3.093 1.751 0.200 0.1 0.1 -2.2
O -3.359 2.984 0.786 0.2 1.0 0.7
O -1.351 0.392 -0.845 -0.4 0.1 -0.6
C 0.942 -1.660 -0.676 -0.1 0.4 1.8
C 1.445 -2.504 0.249 -0.9 -0.7 -1.6
B 1.174 -4.004 -0.008 0.8 -1.6 1.5
O 0.312 -4.341 -1.031 0.2 -1.7 0.4
O 1.735 -4.956 0.871 -1.4 0.5 -1.7
H 2.313 -0.257 2.480 -0.1 0.2 -0.1
H -0.058 -0.063 -2.372 0.2 0.3 0.9
H 1.250 2.151 -0.946 -0.9 0.1 -0.9
H 0.334 2.336 -2.520 0.1 -0.5 0.6
H -1.516 3.334 -1.303 0.3 -0.2 -0.1
H 0.405 3.112 0.775 -1.0 0.9 -0.8
H -1.140 1.326 0.956 -0.2 0.6 -0.6
H -3.490 0.970 0.822 -0.2 -0.5 0.2
H -3.612 1.745 -0.801 0.4 -0.3 0.8
H -2.541 3.492 0.902 -0.2 -0.1 0.0
H 0.454 -2.081 -1.515 -0.3 0.0 -0.9
H 0.125 -5.320 -1.039 0.4 1.5 0.0
H 2.097 -4.536 1.665 0.2 0.3 -0.1


30
Properties=species:S:1:pos:R:3:forces:R:3 method="wB97M-V/def2-TZVPD" homo_lumo_gap_ev="8.216 / 5.855" spin_multiplicity=5 total_charge=+3
Ir 0.073 -0.010 0.100 0.7 -1.0 -0.6
N -1.261 -0.677 1.517 0.0 -0.1 -0.2
C -1.724 -2.077 1.185 -0.1 0.0 0.0
C -0.521 -2.857 0.719 0.0 0.2 -0.1
N 0.067 -2.085 -0.431 -0.1 0.1 0.1
H -0.751 -0.699 2.406 -0.1 0.0 0.1
H -2.057 -0.058 1.670 -0.1 0.0 0.0
H -2.473 -1.996 0.398 0.0 0.0 0.0
H -2.196 -2.530 2.054 0.0 0.0 0.1
H -0.791 -3.867 0.422 0.0 0.0 -0.1
H 0.233 -2.925 1.502 0.1 0.0 0.0
H -0.536 -2.213 -1.244 0.0 0.0 -0.1
H 0.970 -2.475 -0.700 0.0 0.0 0.1
O 4.239 3.278 -7.347 0.0 0.3 -0.3
C 4.532 2.308 -6.595 0.2 -0.7 0.5
O 5.548 1.593 -6.784 -0.1 0.3 -0.2
C 3.750 1.821 -5.410 0.1 0.1 -0.3
C 2.383 1.574 -5.579 -0.1 0.0 0.2
C 1.652 1.201 -4.471 -0.1 0.0 0.0
C 2.304 1.055 -3.229 0.2 0.1 0.0
S 1.382 0.670 -1.822 -0.6 -0.2 0.3
C 3.691 1.248 -3.096 0.1 -0.1 -0.1
C 4.431 1.620 -4.213 -0.2 -0.1 0.2
H 3.449 3.784 -7.071 0.1 0.0 0.0
H 1.894 1.665 -6.542 0.0 0.0 0.0
H 0.588 1.023 -4.561 0.0 0.0 0.0
H 4.183 1.090 -2.146 0.0 0.0 0.0
H 5.502 1.753 -4.137 0.0 0.1 0.0
O -0.431 2.452 1.514 0.0 -0.1 0.0
N -0.015 1.809 0.674 -0.1 1.0 0.2


26
Properties=species:S:1:pos:R:3:forces:R:3 method="wB97M-V/def2-TZVPD" smiles="CC(C)(C)/[N+]([O-])=c1/ccccn1[O-]" homo_lumo_gap_ev="5.745 / 5.746" total_charge=-1
C -1.337 1.157 -0.373 -1.5 1.1 0.4
C -1.167 -0.376 -0.379 0.1 1.1 -1.0
C -1.919 -0.946 -1.582 -1.2 -0.6 -0.7
C -1.533 -1.018 0.892 -1.3 -0.7 0.8
N 0.333 -0.771 -0.472 1.1 3.1 2.0
O 0.713 -1.451 -1.502 0.0 -0.6 -1.2
C 1.409 0.171 0.048 0.1 -3.5 -1.4
C 2.666 -0.162 -0.625 -1.1 1.5 -0.6
C 3.838 0.167 -0.012 1.8 -0.3 -0.3
C 3.877 0.769 1.270 -0.3 -0.8 -0.3
C 2.690 0.928 1.941 -0.6 1.0 -0.9
N 1.483 0.678 1.359 1.7 -1.0 -2.6
O 0.404 0.892 1.953 -2.0 0.8 2.1
H -0.974 1.608 -1.256 1.0 0.1 -1.4
H -2.419 1.507 -0.499 0.9 -0.9 0.8
H -0.864 1.746 0.437 -0.4 -0.9 -0.1
H -2.821 -0.348 -1.950 1.8 0.1 0.1
H -2.511 -1.856 -1.375 0.8 -0.2 0.5
H -1.125 -1.255 -2.298 -0.8 0.6 -0.1
H -1.521 -2.096 0.788 -0.2 -0.3 -0.1
H -0.737 -0.757 1.501 1.2 0.2 1.7
H -2.427 -0.686 1.418 -0.4 0.1 -0.4
H 2.612 -0.433 -1.728 0.0 -0.1 1.9
H 4.801 -0.121 -0.530 -1.1 0.7 0.6
H 4.777 1.103 1.754 0.3 -0.2 0.0
H 2.586 1.510 2.846 0.0 -0.3 0.2


27
Properties=species:S:1:pos:R:3:forces:R:3 method="wB97M-V/def2-TZVPD" smiles="C#CC(C)(C)c1[nH+]ccn1S(C)(=O)=O" homo_lumo_gap_ev=9.995 total_charge=+1
C 0.387 2.449 -1.807 -0.3 -1.8 0.4
C 0.522 1.257 -1.620 0.6 1.4 0.5
C 1.073 -0.026 -1.126 1.7 -0.4 -0.8
C 2.678 0.044 -1.241 -1.0 -0.6 1.8
C 0.530 -1.240 -1.902 -2.2 3.8 -4.0
C 0.743 -0.213 0.339 1.3 1.0 -0.7
N 1.603 -0.385 1.374 2.4 0.5 -1.8
C 0.953 -0.288 2.540 -0.3 0.0 0.3
C -0.324 -0.014 2.228 -0.9 -1.0 2.2
N -0.431 0.003 0.882 -2.7 -0.4 -0.3
S -2.178 0.279 0.130 1.8 -0.1 -1.4
C -3.359 -0.335 1.266 -1.3 2.6 0.4
O -2.230 1.673 0.149 -0.2 1.8 0.7
O -2.155 -0.372 -1.132 -0.5 -0.7 1.0
H 0.097 3.464 -1.891 0.0 0.3 -0.3
H 3.030 -0.811 -0.633 0.2 0.1 -0.7
H 3.065 0.930 -0.729 -0.2 0.1 -0.3
H 3.107 -0.021 -2.229 -0.4 0.0 -0.3
H 0.515 -2.111 -1.414 0.2 -3.3 2.2
H -0.580 -0.982 -2.214 2.5 -0.8 0.6
H 1.075 -1.374 -2.866 -0.2 0.2 0.8
H 2.658 -0.285 1.360 -1.9 -0.5 -0.6
H 1.512 -0.526 3.400 0.0 0.1 1.2
H -1.182 -0.111 2.884 0.3 0.5 -0.2
H -3.675 -1.322 1.102 0.2 -1.5 0.0
H -3.227 0.010 2.334 0.0 -0.5 -1.4
H -4.211 0.308 0.818 1.0 -0.8 0.9